[1]
Entry from the OMol25 dataset: C6H17N3 as an isolated structure at a distorted geometry (ωB97M-V with the def2-TZVPD basis set).

Structure (XYZ):
```
26
Properties=species:S:1:pos:R:3
C 0.52 0.45 1.16
C -1.21 0.59 -1.14
C 0.37 -1.69 -0.14
C -0.35 -0.07 2.30
C -0.41 1.10 -2.21
C -2.25 -0.48 -1.37
N 0.21 -0.23 -0.13
N 1.91 0.39 1.54
N 2.85 0.96 0.65
H 2.21 -0.55 1.77
H 0.29 1.50 0.97
H -1.55 1.32 -0.41
H 2.87 1.96 0.80
H 2.60 0.80 -0.33
H 0.32 -2.03 -1.18
H 1.33 -1.99 0.26
H -0.43 -2.17 0.43
H -0.24 0.58 3.16
H -1.40 -0.09 2.00
H -0.06 -1.08 2.59
H 0.73 0.22 -0.99
H -0.47 0.57 -3.16
H -0.29 2.17 -2.28
H -1.93 -1.18 -2.14
H -3.18 -0.01 -1.69
H -2.46 -1.04 -0.46
```

**Total energy**: -10964.426 eV
**HOMO-LUMO gap**: 7.82 eV
**Net charge**: 0
**ΔE to the lowest compared entry with this formula, charge and spin**: 87.2 kcal per mole
**HOMO level**: -7.0 eV

Computed Löwdin charges, given in elementary charges:
1. C -0.42
2. C -0.33
3. C -0.08
4. C -0.04
5. C -0.12
6. C -0.10
7. N -0.13
8. N -0.11
9. N 0.00
10. H 0.10
11. H 0.14
12. H 0.11
13. H 0.07
14. H 0.06
15. H 0.09
16. H 0.08
17. H 0.08
18. H 0.08
19. H 0.08
20. H 0.08
21. H 0.10
22. H 0.02
23. H 0.02
24. H 0.07
25. H 0.08
26. H 0.06

[2]
Entry from the OMol25 dataset: C32H22F15GeIrN4OS6Se as an isolated structure at a distorted geometry (ωB97M-V with the def2-TZVPD basis set).

Structure (XYZ):
```
83
Properties=species:S:1:pos:R:3
Ir 0.75 0.48 0.60
C 2.54 -1.74 1.29
C 2.81 -0.68 2.33
N 2.54 0.66 1.74
C 3.64 1.29 0.98
C 3.83 0.72 -0.42
S 2.25 0.53 -1.33
C 2.16 -1.26 -1.70
C 1.20 -2.00 -0.78
N 1.25 -1.46 0.60
H 2.47 -2.72 1.77
H 3.32 -1.79 0.53
H 3.81 -0.75 2.75
H 2.10 -0.82 3.15
H 2.30 1.30 2.49
H 4.57 1.20 1.53
H 3.40 2.35 0.90
H 4.36 -0.23 -0.44
H 4.43 1.43 -0.99
H 3.18 -1.65 -1.71
H 1.78 -1.32 -2.72
H 1.44 -3.07 -0.76
H 0.18 -1.87 -1.13
H 0.47 -1.88 1.13
O -5.43 1.42 3.31
C -4.43 0.85 2.99
S -2.80 1.52 3.28
C -1.93 0.22 2.59
C -2.64 -0.86 2.08
S -1.94 -2.23 1.42
S -4.38 -0.72 2.17
S -0.19 0.23 2.69
C 2.06 -5.42 5.49
N 1.19 -6.05 4.51
C 1.00 -7.42 4.38
C 0.11 -7.60 3.39
N -0.24 -6.34 2.92
C -1.21 -6.07 1.88
C 0.43 -5.40 3.61
Se 0.32 -3.56 3.32
H 2.17 -6.08 6.34
H 1.60 -4.49 5.81
H 3.03 -5.21 5.05
H 1.51 -8.12 5.00
H -0.31 -8.50 2.98
H -1.80 -6.96 1.71
H -0.70 -5.78 0.96
H -1.85 -5.25 2.19
F -1.85 4.74 -3.27
C -2.60 4.67 -2.16
C -2.55 3.53 -1.38
C -3.35 3.52 -0.25
F -3.38 2.46 0.55
C -4.16 4.60 0.10
F -4.91 4.55 1.19
C -4.17 5.72 -0.71
F -4.94 6.75 -0.39
C -3.39 5.76 -1.85
F -3.40 6.84 -2.63
Ge -1.32 2.11 -1.92
S -1.22 0.31 -0.66
C -1.76 1.55 -3.73
C -2.92 1.86 -4.42
F -3.87 2.60 -3.85
C -3.15 1.42 -5.71
F -4.27 1.74 -6.35
C -2.21 0.63 -6.35
F -2.42 0.21 -7.58
C -1.04 0.28 -5.68
F -0.14 -0.49 -6.28
C -0.85 0.74 -4.40
F 0.31 0.40 -3.79
C 0.37 3.13 -1.89
C 0.84 3.47 -0.63
F 0.23 2.95 0.47
C 1.97 4.23 -0.42
F 2.42 4.48 0.81
C 2.67 4.70 -1.52
F 3.76 5.42 -1.35
C 2.23 4.39 -2.80
F 2.90 4.83 -3.85
C 1.09 3.60 -2.96
F 0.73 3.33 -4.21
```

**Total energy**: -272017.720 eV
**HOMO-LUMO gap (spin up / spin down)**: 6.56 / 5.78 eV
**Net charge**: +1
**2S+1**: 2
**ΔE to the lowest compared entry with this formula, charge and spin**: 33.9 kcal per mole
**HOMO level (spin up / spin down)**: -9.8 / -10.0 eV

Computed Löwdin charges, given in elementary charges:
1. Ir 0.74
2. C -0.18
3. C -0.18
4. N -0.23
5. C -0.22
6. C -0.37
7. S 0.94
8. C -0.37
9. C -0.25
10. N -0.25
11. H 0.07
12. H 0.11
13. H 0.14
14. H 0.07
15. H 0.11
16. H 0.14
17. H 0.11
18. H 0.08
19. H 0.09
20. H 0.09
21. H 0.08
22. H 0.14
23. H 0.07
24. H -0.04
25. O 0.00
26. C -0.97
27. S 1.02
28. C -1.11
29. C -1.19
30. S 0.60
31. S 1.00
32. S 0.58
33. C -0.03
34. N -0.13
35. C -0.03
36. C -0.03
37. N -0.13
38. C -0.03
39. C -0.69
40. Se 0.67
41. H 0.10
42. H 0.06
43. H 0.10
44. H 0.13
45. H 0.13
46. H 0.10
47. H 0.09
48. H 0.06
49. F 0.10
50. C -0.23
51. C -0.13
52. C -0.21
53. F 0.05
54. C -0.13
55. F 0.14
56. C -0.12
57. F 0.16
58. C -0.13
59. F 0.14
60. Ge 0.76
61. S 0.31
62. C -0.14
63. C -0.20
64. F 0.12
65. C -0.13
66. F 0.15
67. C -0.12
68. F 0.16
69. C -0.14
70. F 0.13
71. C -0.23
72. F 0.05
73. C -0.17
74. C -0.26
75. F -0.01
76. C -0.15
77. F 0.12
78. C -0.13
79. F 0.16
80. C -0.13
81. F 0.15
82. C -0.22
83. F 0.13

[3]
Entry from the OMol25 dataset: a 2-piece molecular cluster, C19H33BN4O3P overall at a distorted geometry (ωB97M-V with the def2-TZVPD basis set).

Structure (XYZ):
```
61
Properties=species:S:1:pos:R:3
N -10.16 6.47 1.13
P -9.08 5.87 2.16
C -8.00 4.50 1.37
C -8.06 3.05 1.92
N -7.29 1.94 1.45
C -6.44 2.38 0.37
C -5.47 1.29 -0.26
C -4.48 1.58 -1.42
O -3.59 0.57 -1.96
B -2.35 0.67 -1.19
O -2.30 0.91 0.24
O -1.07 0.48 -1.85
C -4.42 3.06 -2.02
C -5.38 4.14 -1.40
C -6.38 3.82 -0.21
N -7.17 4.91 0.28
H -11.09 6.32 1.56
H -8.14 6.90 2.55
H -9.79 5.38 3.33
H -8.78 2.84 2.80
H -5.46 0.21 0.16
H -2.53 1.84 0.46
H -0.34 0.61 -1.18
H -3.69 3.32 -2.87
H -5.32 5.18 -1.87
C 3.73 -2.55 -3.23
C 4.61 -3.15 -2.15
C 3.83 -3.82 -1.02
C 3.01 -2.97 -0.06
N 3.71 -1.88 0.76
C 3.91 -0.57 0.01
C 2.52 0.04 -0.09
C 1.80 -0.37 1.18
C 2.68 -1.42 1.85
C 4.94 -2.37 1.53
C 6.29 -2.38 0.80
C 6.86 -3.77 0.51
H 2.97 -1.88 -2.82
H 4.35 -1.97 -3.93
H 3.23 -3.33 -3.81
H 5.29 -2.38 -1.77
H 5.26 -3.90 -2.61
H 4.49 -4.46 -0.43
H 3.13 -4.53 -1.49
H 2.57 -3.66 0.67
H 2.17 -2.50 -0.59
H 4.57 0.06 0.61
H 4.35 -0.75 -0.97
H 1.99 -0.34 -0.97
H 2.56 1.13 -0.20
H 0.81 -0.78 0.95
H 1.64 0.48 1.85
H 2.14 -2.28 2.23
H 3.23 -0.95 2.66
H 4.69 -3.33 1.98
H 5.07 -1.66 2.36
H 7.01 -1.90 1.47
H 6.31 -1.76 -0.10
H 6.60 -4.48 1.30
H 7.95 -3.72 0.46
H 6.53 -4.17 -0.44
```

**Total energy**: -42296.283 eV
**HOMO-LUMO gap**: 7.07 eV
**Net charge**: +1
**HOMO level**: -9.9 eV

Computed Löwdin charges, given in elementary charges:
1. N -0.35
2. P 0.70
3. C -0.33
4. C -0.09
5. N 0.07
6. C -0.16
7. C 0.08
8. C -0.18
9. O 0.07
10. B -0.58
11. O 0.09
12. O 0.10
13. C 0.03
14. C 0.02
15. C -0.17
16. N 0.07
17. H -0.05
18. H 0.00
19. H 0.01
20. H 0.11
21. H 0.13
22. H 0.11
23. H 0.08
24. H 0.11
25. H 0.10
26. C -0.09
27. C -0.26
28. C -0.17
29. C -0.08
30. N -0.18
31. C -0.08
32. C -0.15
33. C -0.15
34. C -0.08
35. C -0.09
36. C -0.22
37. C -0.09
38. H 0.06
39. H 0.09
40. H 0.09
41. H 0.07
42. H 0.12
43. H 0.10
44. H 0.14
45. H 0.14
46. H 0.13
47. H 0.15
48. H 0.12
49. H 0.10
50. H 0.13
51. H 0.12
52. H 0.13
53. H 0.14
54. H 0.13
55. H 0.14
56. H 0.12
57. H 0.12
58. H 0.10
59. H 0.09
60. H 0.09
61. H 0.05